{"formula": "C12H18BrF16O6PSi2", "method": "ωB97M-V with the def2-TZVPD basis set", "homo_lumo_gap_ev": 8.4, "multiplicity": 1, "mol_weight_g_mol": 729.29, "total_charge": 0, "symbols": ["O", "C", "C", "Si", "Br", "O", "Si", "P", "O", "O", "H", "H", "H", "H", "H", "H", "H", "H", "H", "H", "C", "C", "C", "F", "F", "F", "F", "O", "C", "C", "F", "F", "F", "F", "H", "H", "H", "H", "C", "C", "C", "F", "F", "F", "F", "O", "C", "C", "F", "F", "F", "F", "H", "H", "H", "H"], "positions_angstrom": [[-0.148, 1.513, 0.259], [0.634, 1.349, -0.929], [-0.178, 0.819, -2.156], [-1.999, 1.356, -2.198], [-2.630, 1.514, -4.377], [-2.103, 2.893, -1.449], [-3.694, 3.492, -1.287], [-3.175, -0.276, -1.266], [-2.999, -0.294, 0.418], [-4.796, -0.248, -1.733], [0.188, 2.296, 0.688], [1.089, 2.326, -1.182], [1.417, 0.601, -0.690], [0.293, 1.210, -3.075], [-0.156, -0.288, -2.238], [-3.687, 4.393, -0.114], [-4.659, 2.427, -0.991], [-4.143, 4.295, -2.429], [-3.853, -0.334, 0.860], [-5.324, 0.378, -1.221], [-3.094, 0.346, 5.679], [-3.261, -1.180, 5.890], [-2.105, -1.949, 6.538], [-0.984, -1.924, 5.805], [-2.446, -3.255, 6.670], [-3.606, -1.748, 4.715], [-4.333, -1.331, 6.718], [-2.739, 0.823, 4.373], [-1.397, 0.943, 3.986], [-1.066, 0.058, 2.783], [-1.263, -1.246, 3.062], [0.228, 0.206, 2.443], [-0.580, 0.741, 5.030], [-1.226, 2.232, 3.626], [-4.093, 0.759, 5.830], [-2.482, 0.806, 6.455], [-1.883, -1.557, 7.534], [-1.687, 0.320, 1.925], [5.614, -1.692, -3.998], [4.959, -2.721, -3.043], [3.633, -3.358, -3.469], [2.638, -2.465, -3.588], [3.234, -4.248, -2.529], [4.844, -2.167, -1.817], [5.852, -3.742, -2.919], [5.453, -0.294, -3.711], [4.353, 0.418, -4.200], [3.496, 0.988, -3.068], [3.000, 0.010, -2.289], [2.440, 1.669, -3.567], [3.648, -0.321, -5.065], [4.855, 1.446, -4.910], [6.688, -1.846, -3.882], [5.412, -1.914, -5.046], [3.740, -3.894, -4.415], [4.080, 1.663, -2.440]], "forces_ev_per_angstrom": [[-0.330, -0.183, -0.851], [0.123, -0.486, -0.171], [-0.263, 0.150, 0.226], [1.086, 2.246, 0.871], [0.013, -0.179, 0.735], [-1.730, -0.805, -1.105], [1.476, 0.516, 0.589], [-0.411, -2.581, -0.636], [-0.709, 0.715, -1.251], [1.163, 0.304, 1.298], [-0.084, 0.233, 0.333], [-0.099, -0.541, -0.063], [-0.227, 0.592, -0.281], [-0.286, -0.226, 0.357], [0.065, 0.560, 0.155], [0.035, -0.080, -0.020], [-0.108, -0.304, -0.101], [0.009, -0.140, -0.268], [-0.128, 0.017, 0.207], [-0.136, 0.320, -0.254], [-0.148, 0.663, -0.067], [-0.102, 0.362, -0.846], [0.084, -0.447, 0.505], [0.126, 0.376, -0.392], [-0.299, 0.085, 0.005], [0.180, -0.123, -0.044], [0.151, 0.037, 0.323], [0.652, -0.850, 0.047], [-0.949, 0.268, 0.867], [-0.138, -0.078, -0.696], [-0.126, -0.113, 0.401], [0.324, 0.045, 0.566], [0.231, -0.330, 0.072], [0.073, 0.072, -0.343], [-0.006, -0.163, -0.101], [0.254, -0.236, -0.043], [-0.100, 0.121, -0.006], [0.054, 0.180, 0.140], [0.483, 0.289, -0.311], [0.214, 0.830, 0.329], [-0.278, -0.651, -0.037], [0.081, 0.536, -0.073], [0.294, -0.015, 0.080], [-0.236, 0.027, 0.007], [-0.078, -0.202, -0.296], [-1.081, -0.265, 0.226], [1.252, -0.809, -0.376], [-0.102, 0.292, 0.549], [0.198, -0.388, -0.178], [0.197, 0.101, -0.406], [-0.458, -0.157, 0.105], [-0.077, 0.371, 0.153], [-0.092, 0.009, 0.176], [-0.341, -0.013, 0.059], [0.137, 0.056, -0.034], [0.165, -0.010, -0.134]]}

{"formula": "CH2N4O2", "method": "ωB97M-V with the def2-TZVPD basis set", "smiles": "O/N=c1\\nn[nH]o1", "homo_lumo_gap_ev": 9.1, "multiplicity": 1, "mol_weight_g_mol": 102.05, "e_above_lowest_ev": 5.6327, "total_charge": 0, "symbols": ["O", "N", "C", "N", "N", "N", "O", "H", "H"], "positions_angstrom": [[0.596, 1.772, 1.478], [-0.356, 1.474, 0.637], [-0.158, 0.429, -0.018], [0.784, -0.628, 0.288], [0.506, -1.696, -0.174], [-0.507, -1.544, -1.059], [-0.877, -0.116, -1.053], [0.607, 2.582, 1.902], [-0.595, -2.273, -2.001]], "forces_ev_per_angstrom": [[3.653, -3.517, 1.087], [-2.877, 1.328, -2.355], [1.283, -3.750, -0.822], [1.955, 3.188, 3.879], [-0.828, -1.348, -3.128], [-1.440, -1.991, -1.636], [-0.749, -0.336, -0.922], [-1.411, 2.799, 0.546], [0.414, 3.628, 3.352]]}

{"formula": "C28H41N2", "method": "ωB97M-V with the def2-TZVPD basis set", "homo_lumo_gap_ev": 5.9, "multiplicity": 1, "mol_weight_g_mol": 405.65, "e_above_lowest_ev": 1.5238, "total_charge": 1, "symbols": ["C", "C", "N", "C", "C", "N", "C", "C", "H", "H", "H", "H", "H", "H", "H", "H", "H", "H", "H", "H", "C", "C", "C", "C", "C", "C", "C", "C", "C", "C", "C", "C", "C", "C", "C", "C", "C", "C", "C", "C", "C", "C", "H", "H", "H", "H", "H", "H", "H", "H", "H", "H", "H", "H", "H", "H", "H", "H", "H", "H", "H", "H", "H", "H", "H", "H", "H", "H", "H", "H", "H"], "positions_angstrom": [[-2.846, 1.470, -0.432], [-4.322, 1.437, -0.771], [-4.684, 0.096, -1.338], [-3.944, -0.110, -2.626], [-2.478, -0.032, -2.332], [-2.151, 0.221, -0.884], [-2.769, -0.918, -0.128], [-4.263, -0.992, -0.383], [-2.353, 2.330, -0.902], [-2.701, 1.542, 0.655], [-4.935, 1.590, 0.129], [-4.566, 2.206, -1.519], [-4.200, -1.095, -3.035], [-4.233, 0.675, -3.338], [-1.964, -0.965, -2.592], [-2.030, 0.777, -2.906], [-2.269, -1.833, -0.468], [-2.550, -0.770, 0.936], [-4.844, -0.861, 0.538], [-4.531, -1.948, -0.853], [1.105, -2.489, 5.585], [1.395, -1.431, 4.565], [0.377, -0.622, 4.060], [0.633, 0.331, 3.062], [-0.441, 1.311, 2.665], [1.915, 0.410, 2.478], [2.255, 1.345, 1.305], [2.707, 2.711, 1.805], [1.243, 1.588, 0.122], [0.537, 0.396, -0.370], [0.717, -0.073, -1.693], [1.272, -1.366, -1.924], [2.097, -2.023, -0.857], [1.075, -1.959, -3.163], [0.505, -1.254, -4.234], [0.190, -1.921, -5.536], [0.261, 0.119, -4.072], [0.368, 0.734, -2.824], [-0.059, 2.151, -2.591], [2.980, -0.257, 3.133], [4.423, 0.021, 2.794], [2.697, -1.204, 4.112], [2.022, -3.013, 5.865], [0.655, -2.081, 6.499], [0.401, -3.235, 5.194], [-0.643, -0.693, 4.453], [-0.172, 2.351, 2.927], [-0.638, 1.266, 1.582], [-1.380, 1.067, 3.187], [3.113, 0.855, 0.809], [3.454, 2.609, 2.593], [3.159, 3.281, 0.989], [1.856, 3.287, 2.197], [0.554, 2.435, 0.311], [1.863, 1.936, -0.723], [0.108, -0.273, 0.384], [2.317, -3.058, -1.142], [3.068, -1.512, -0.747], [1.627, -1.998, 0.136], [1.390, -3.000, -3.274], [-0.474, -1.275, -6.119], [1.084, -2.128, -6.142], [-0.319, -2.881, -5.383], [-0.086, 0.699, -4.922], [-0.438, 2.611, -3.512], [-0.867, 2.155, -1.840], [0.750, 2.781, -2.198], [5.062, -0.597, 3.436], [4.682, -0.227, 1.752], [4.713, 1.067, 2.970], [3.521, -1.768, 4.544]], "forces_ev_per_angstrom": [[1.033, -0.253, 0.239], [-0.967, -1.054, -0.515], [0.268, -0.132, -0.019], [-1.368, 0.164, 1.110], [1.948, 0.202, 0.489], [-1.318, 0.104, 0.022], [1.369, 0.350, 0.090], [-1.155, 0.906, -0.961], [-0.174, -0.139, 0.225], [0.100, 0.042, -0.274], [0.090, 0.050, -0.353], [-0.120, -0.302, 0.262], [-0.182, 0.314, 0.095], [-0.149, -0.296, 0.217], [0.034, 0.200, -0.027], [-0.018, -0.156, 0.004], [0.028, 0.114, 0.144], [0.050, -0.068, -0.142], [0.112, -0.112, -0.234], [-0.066, 0.260, 0.243], [-0.099, -0.301, 0.250], [0.001, 0.198, -0.266], [0.104, 0.398, -0.222], [0.342, -0.293, -0.138], [-0.513, -0.121, -0.090], [-0.189, 0.346, 0.529], [0.093, -0.691, 0.275], [-0.061, 0.393, -0.129], [-0.149, 1.118, -0.681], [0.554, -0.660, 0.262], [0.492, -0.229, -0.922], [-0.912, -0.204, 0.053], [0.107, -0.308, -0.023], [0.240, 0.102, 0.089], [0.296, 0.224, 0.347], [-0.186, -0.091, -0.306], [0.210, -0.099, 0.551], [0.369, -0.390, 0.201], [-0.312, 0.374, -0.075], [-0.328, -0.014, -0.694], [0.382, -0.306, -0.055], [-0.352, 0.154, 0.152], [-0.124, 0.039, 0.018], [0.123, 0.008, -0.224], [0.142, 0.151, 0.034], [0.380, -0.039, -0.048], [-0.077, -0.468, -0.149], [-0.166, 0.168, 0.541], [0.302, 0.154, -0.197], [-0.269, 0.280, 0.141], [-0.161, 0.049, -0.064], [-0.039, 0.082, 0.070], [0.258, -0.166, -0.042], [0.189, -0.418, 0.335], [-0.189, 0.008, 0.458], [0.398, -0.061, -0.283], [-0.100, 0.182, 0.243], [-0.328, -0.065, -0.111], [-0.010, -0.037, -0.155], [-0.039, 0.333, -0.181], [0.146, -0.190, -0.027], [-0.129, 0.120, 0.241], [0.139, 0.208, 0.045], [-0.019, -0.020, 0.111], [0.113, -0.114, 0.237], [0.490, 0.171, -0.425], [-0.174, -0.187, -0.271], [-0.081, 0.158, -0.184], [-0.093, 0.105, 0.243], [-0.157, -0.332, -0.079], [-0.132, 0.089, 0.004]]}